The following is a DFT calculation (the ωB97M-V functional and the def2-TZVPD basis) of a cluster of 7 separate species, C47H42F48NO10 in total at a distorted geometry.

XYZ file:
```
148
C47H42F48NO10, DFT the ωB97M-V functional and the def2-TZVPD basis
C 3.319 2.577 4.546
C 3.845 3.796 3.720
C 4.893 3.731 2.698
C 5.235 4.960 1.991
C 4.613 6.262 2.242
C 3.580 6.337 3.267
C 2.802 7.664 3.625
C 1.285 7.237 3.715
C 0.765 6.463 2.580
C -0.629 5.985 2.607
C -1.140 5.129 1.418
O -2.093 5.368 0.751
O -0.450 3.948 1.140
C -1.427 6.337 3.801
C -2.897 5.846 3.955
C -2.923 4.250 3.943
O -1.984 3.686 4.879
C -0.825 3.211 4.275
O -0.712 2.195 3.674
C -0.799 7.121 4.850
N 0.510 7.556 4.804
C 3.235 5.093 3.982
H 3.053 1.778 3.795
H 4.050 2.190 5.295
H 2.349 2.818 5.066
H 5.376 2.745 2.510
H 6.008 4.916 1.192
H 4.871 7.189 1.671
H 2.894 8.445 2.832
H 3.120 8.077 4.624
H 1.442 6.231 1.731
H 0.485 4.035 1.410
H -3.260 6.161 4.973
H -3.533 6.284 3.139
H -3.956 3.972 4.294
H -2.803 3.846 2.904
H 0.085 3.881 4.371
H -1.402 7.386 5.755
H 0.935 8.092 5.568
H 2.420 5.149 4.752
C 0.372 -0.674 1.705
C 0.330 -0.020 0.310
C -1.050 0.393 -0.202
F -1.897 -0.646 -0.310
F -0.945 0.940 -1.441
F 0.952 -0.835 -0.573
F 1.097 1.113 0.377
O 0.410 -2.098 1.753
C -0.804 -2.790 1.666
C -0.907 -3.636 0.393
F -0.758 -2.882 -0.717
F -2.124 -4.222 0.314
F -1.831 -1.929 1.810
F -0.848 -3.606 2.738
H 1.323 -0.371 2.146
H -0.387 -0.265 2.375
H -1.500 1.143 0.455
H -0.141 -4.414 0.381
C -4.974 -0.297 -1.640
C -4.853 -0.751 -3.108
C -5.115 0.324 -4.167
F -6.353 0.843 -4.095
F -4.990 -0.208 -5.409
F -5.650 -1.831 -3.296
F -3.578 -1.191 -3.287
O -6.218 -0.565 -0.986
C -7.255 0.355 -1.182
C -8.439 -0.244 -1.950
F -8.055 -0.731 -3.150
F -9.378 0.701 -2.186
F -6.769 1.471 -1.757
F -7.671 0.723 0.052
H -4.247 -0.890 -1.085
H -4.656 0.737 -1.499
H -4.391 1.139 -4.081
H -8.899 -1.059 -1.388
C -8.086 -3.658 -5.157
C -7.298 -4.938 -5.500
C -7.448 -5.467 -6.927
F -8.719 -5.785 -7.234
F -6.715 -6.598 -7.085
F -7.606 -5.898 -4.596
F -5.978 -4.652 -5.307
O -9.342 -3.825 -4.495
C -10.468 -4.092 -5.280
C -11.055 -5.482 -5.016
F -10.144 -6.454 -5.226
F -12.092 -5.723 -5.851
F -10.179 -3.882 -6.578
F -11.388 -3.159 -4.946
H -7.476 -3.119 -4.430
H -8.163 -2.981 -6.010
H -7.087 -4.734 -7.654
H -11.407 -5.564 -3.985
C 6.104 -1.049 -1.142
C 5.240 -1.419 0.081
C 4.392 -0.290 0.671
F 5.132 0.751 1.105
F 3.691 -0.740 1.747
F 6.031 -1.974 1.032
F 4.389 -2.402 -0.318
O 7.477 -0.733 -0.901
C 7.789 0.572 -0.513
C 8.355 0.643 0.909
F 7.500 0.118 1.813
F 8.568 1.932 1.269
F 6.717 1.372 -0.691
F 8.728 1.008 -1.378
H 6.147 -1.948 -1.759
H 5.620 -0.303 -1.774
H 3.670 0.079 -0.063
H 9.299 0.099 0.978
C 6.293 -4.203 3.633
C 4.779 -4.144 3.347
C 3.996 -3.055 4.080
F 4.063 -3.176 5.420
F 2.681 -3.119 3.749
F 4.240 -5.365 3.573
F 4.639 -3.914 2.012
O 6.740 -5.151 4.602
C 6.687 -4.783 5.950
C 5.698 -5.633 6.753
F 4.453 -5.563 6.238
F 5.624 -5.190 8.031
F 6.449 -3.461 6.054
F 7.930 -4.979 6.441
H 6.755 -4.541 2.704
H 6.717 -3.213 3.811
H 4.359 -2.061 3.802
H 6.004 -6.681 6.761
C 1.720 -0.716 -3.768
C 2.988 -1.056 -4.569
C 3.443 -0.024 -5.602
F 2.522 0.195 -6.557
F 4.563 -0.456 -6.232
F 2.837 -2.270 -5.141
F 3.991 -1.191 -3.649
O 0.490 -1.278 -4.217
C -0.203 -0.613 -5.234
C -0.285 -1.429 -6.527
F 0.940 -1.756 -6.986
F -0.895 -0.711 -7.499
F 0.329 0.612 -5.416
F -1.452 -0.412 -4.763
H 1.869 -1.163 -2.784
H 1.628 0.356 -3.576
H 3.680 0.930 -5.122
H -0.846 -2.352 -6.368
```

The HOMO-LUMO gap is 7.070 eV. Its charge is +1. The calculation puts the total energy at -7416.587881 Eh. Its LUMO energy is -5.21 eV. Its HOMO energy is -12.28 eV. As for the multiplicity: 1.

Mulliken population analysis, charges in e, atoms 1 to 2: C -0.739; C 0.395